71
Properties=species:S:1:pos:R:3 method="wB97M-V/def2-TZVPD" charge=-1 spin_multiplicity=3 max_force_ev_per_a=0.7 homo_lumo_gap_ev="7.9711 / 6.9203" e_tot_ev=-94252.08830 e_above_lowest_kcal_mol=17.61 s_squared=2.007 homo_energy_ev="-5.42 / -5.35"
Pt 1.035 0.217 0.317
O -0.949 -0.506 -0.738
C -2.137 0.273 -0.575
C -1.896 1.283 0.593
O -2.758 2.122 0.845
O -0.799 1.132 1.229
C -3.307 -0.674 -0.248
C -4.457 -0.234 0.402
C -5.485 -1.123 0.686
C -5.384 -2.457 0.317
C -4.253 -2.897 -0.351
C -3.220 -2.012 -0.635
C -2.428 0.931 -1.922
C -1.969 0.309 -3.083
C -2.290 0.822 -4.332
C -3.072 1.963 -4.439
C -3.528 2.587 -3.287
C -3.212 2.076 -2.035
H -0.964 -1.183 -0.031
H -4.529 0.801 0.707
H -6.367 -0.769 1.206
H -6.186 -3.149 0.549
H -4.160 -3.933 -0.652
H -2.341 -2.372 -1.157
H -1.356 -0.580 -3.003
H -1.931 0.319 -5.222
H -3.311 2.370 -5.415
H -4.141 3.478 -3.359
H -3.558 2.565 -1.134
C 4.550 -1.830 0.587
C 4.312 -0.583 1.375
C 5.251 -0.138 2.289
C 5.006 1.041 2.999
C 3.886 1.784 2.742
C 2.983 1.319 1.758
N 3.190 0.123 1.142
N 1.889 1.924 1.302
Si 1.328 3.541 1.518
C 2.777 4.726 1.230
C 0.017 3.911 0.235
C 0.670 3.896 3.241
H 5.596 -2.126 0.644
H 4.271 -1.673 -0.454
H 3.929 -2.638 0.965
H 6.154 -0.708 2.452
H 5.712 1.370 3.754
H 3.663 2.699 3.275
H 3.371 4.411 0.365
H 3.451 4.779 2.091
H 2.411 5.739 1.035
H 0.129 3.249 -0.628
H 0.084 4.947 -0.111
H -0.984 3.750 0.645
H 1.419 3.711 4.016
H -0.197 3.259 3.442
H 0.350 4.940 3.322
F 2.244 -2.979 -3.863
C 2.402 -3.521 -2.654
F 2.141 -4.824 -2.732
F 3.673 -3.359 -2.278
S 1.233 -2.708 -1.485
O 1.660 -1.312 -1.533
O -0.070 -3.038 -1.987
N 1.621 -3.493 -0.175
S 0.567 -3.580 1.000
O -0.396 -2.503 0.990
O 1.216 -3.913 2.226
C -0.452 -5.100 0.577
F -1.673 -4.765 0.173
F 0.136 -5.815 -0.385
F -0.565 -5.877 1.659

=====

57
Properties=species:S:1:pos:R:3 method="wB97M-V/def2-TZVPD" charge=0 spin_multiplicity=1 max_force_ev_per_a=0.6 homo_lumo_gap_ev=8.5400 e_tot_ev=-37630.05609 e_above_lowest_kcal_mol=30.99 homo_energy_ev=-8.17
C -4.899 -2.955 1.274
O -5.024 -1.655 0.751
C -3.898 -0.967 0.420
C -2.611 -1.465 0.552
C -1.496 -0.706 0.197
C -0.157 -1.225 0.459
C 0.898 -1.248 -0.363
C 0.879 -0.885 -1.815
C 2.117 -0.057 -2.136
C 3.342 -0.904 -1.825
N 3.325 -1.380 -0.459
C 4.617 -1.530 0.203
C 5.470 -2.593 -0.482
C 5.256 -0.161 0.315
C 6.517 0.145 -0.178
C 7.023 1.431 -0.077
C 6.252 2.410 0.518
F 6.737 3.666 0.604
C 4.993 2.136 1.024
C 4.508 0.848 0.920
C 2.198 -1.638 0.252
O 2.253 -2.097 1.384
C -1.685 0.579 -0.301
C -2.961 1.094 -0.420
C -4.074 0.349 -0.054
N -5.339 0.943 -0.097
C -5.621 2.228 0.256
N -6.886 2.503 0.152
C -7.486 1.359 -0.296
C -8.951 1.297 -0.540
C -6.543 0.382 -0.448
H -5.917 -3.290 1.465
H -4.336 -2.958 2.213
H -4.422 -3.633 0.560
H -2.447 -2.456 0.943
H 0.005 -1.608 1.461
H -0.040 -0.356 -2.069
H 0.908 -1.806 -2.406
H 2.130 0.237 -3.186
H 2.131 0.847 -1.523
H 4.255 -0.317 -1.964
H 3.376 -1.760 -2.514
H 4.374 -1.880 1.216
H 6.376 -2.765 0.093
H 5.740 -2.303 -1.495
H 4.911 -3.524 -0.527
H 7.123 -0.614 -0.647
H 8.001 1.678 -0.459
H 4.415 2.921 1.485
H 3.532 0.610 1.318
H -0.833 1.193 -0.548
H -3.105 2.096 -0.795
H -4.876 2.912 0.611
H -9.257 0.275 -0.749
H -9.486 1.663 0.335
H -9.222 1.931 -1.383
H -6.620 -0.632 -0.775

=====

60
Properties=species:S:1:pos:R:3 method="wB97M-V/def2-TZVPD" charge=0 spin_multiplicity=5 max_force_ev_per_a=2.3 homo_lumo_gap_ev="7.4541 / 8.2569" e_tot_ev=-127958.69495 s_squared=6.149 homo_energy_ev="-8.72 / -8.74"
Mn 0.412 2.287 0.116
N 2.588 3.115 -0.892
C 2.701 2.418 -2.176
C 1.446 1.532 -2.513
O 1.411 1.002 -3.600
O 0.595 1.449 -1.572
H 2.766 4.107 -1.002
H 3.242 2.739 -0.209
H 3.555 1.735 -2.192
H 2.806 3.127 -3.000
O 2.480 0.585 3.125
C 2.113 0.339 1.993
O 1.574 1.207 1.209
C 2.312 -1.056 1.373
C 1.659 -1.250 0.009
Ge -0.356 -1.181 -0.154
C -1.146 0.155 1.137
C -0.911 -0.036 2.499
C -1.465 0.796 3.453
C -2.296 1.837 3.069
C -2.564 2.039 1.727
C -1.976 1.222 0.764
C -1.031 -2.983 0.405
C -0.650 -3.551 1.615
C -1.046 -4.828 1.968
C -1.840 -5.568 1.108
C -2.240 -5.013 -0.095
C -1.840 -3.734 -0.440
C -0.758 -1.027 -2.097
C -1.596 -0.087 -2.679
C -1.808 -0.069 -4.045
C -1.175 -0.990 -4.857
C -0.318 -1.919 -4.296
C -0.115 -1.935 -2.929
H 1.972 -1.802 2.094
H 3.396 -1.182 1.272
H 1.950 -2.233 -0.369
H 2.039 -0.501 -0.691
H -0.287 -0.856 2.820
H -1.256 0.624 4.498
H -2.745 2.472 3.816
H -3.253 2.815 1.423
H -2.268 1.354 -0.273
H -0.022 -2.990 2.292
H -0.722 -5.248 2.911
H -2.144 -6.569 1.380
H -2.860 -5.586 -0.771
H -2.147 -3.315 -1.389
H -2.077 0.669 -2.079
H -2.475 0.664 -4.476
H -1.338 -0.976 -5.923
H 0.188 -2.635 -4.925
H 0.567 -2.656 -2.498
C 1.529 4.677 2.679
O 0.453 4.912 1.771
C 0.166 3.941 0.943
O -0.587 4.063 -0.024
H 1.408 5.372 3.507
H 2.467 4.882 2.160
H 1.523 3.642 3.030

=====

57
Properties=species:S:1:pos:R:3 method="wB97M-V/def2-TZVPD" charge=0 spin_multiplicity=1 max_force_ev_per_a=5.3 homo_lumo_gap_ev=3.5813 e_tot_ev=-47411.40689 e_above_lowest_kcal_mol=162.89 homo_energy_ev=-5.99
C 0.443 -4.358 0.465
C -0.702 -3.925 -0.411
O -0.457 -2.508 -0.675
C -1.383 -1.805 -1.357
C -1.109 -0.310 -1.360
O -1.927 0.483 -2.036
C -2.459 0.083 -3.326
S 1.421 -0.384 -2.145
C 1.674 1.366 -2.589
C 2.913 1.731 -3.128
C 3.198 3.075 -3.379
C 2.220 4.047 -3.151
C 0.956 3.667 -2.686
C 0.673 2.320 -2.442
O 1.046 -0.221 -0.504
O 2.824 -0.835 -2.145
O -2.370 -2.323 -1.859
H 0.397 -5.432 0.653
H 1.402 -4.132 -0.016
H 0.403 -3.846 1.433
H -0.708 -4.444 -1.378
H -1.671 -4.026 0.098
H -3.046 0.940 -3.663
H -1.627 -0.111 -4.012
H -3.074 -0.807 -3.181
H 3.658 0.973 -3.345
H 4.190 3.334 -3.753
H 2.431 5.099 -3.352
H 0.168 4.406 -2.524
H -0.336 2.029 -2.160
C -4.044 -1.981 3.382
C -2.921 -1.286 2.686
C -3.210 -0.137 1.941
C -2.244 0.425 1.124
C -1.009 -0.225 0.957
C -0.339 0.200 -0.357
C 1.353 1.695 1.311
C 2.571 1.987 0.808
C 3.662 2.028 1.732
C 3.432 1.810 3.092
C 2.135 1.539 3.545
C 1.049 1.522 2.616
C -0.633 -1.244 1.831
C -1.606 -1.762 2.698
H -3.691 -2.658 4.155
H -4.713 -1.244 3.828
H -4.653 -2.570 2.689
H -4.222 0.273 1.945
H -2.446 1.325 0.527
H -0.342 1.296 -0.337
H 2.744 2.207 -0.234
H 4.669 2.246 1.371
H 4.257 1.897 3.811
H 1.949 1.374 4.610
H 0.035 1.384 2.975
H 0.404 -1.605 1.853
H -1.335 -2.581 3.370